No. 1
C41H49F4N5PRe | wB97M-V/def2-TZVPD

Values from the calculation:
E_tot ... -2683.70117 Eh
<S²> ... 0.8384
Charge ... +3
Multiplicity ... 2
E_HOMO (alpha / beta) ... -0.605 / -0.604 hartree

Structure (XYZ):
```
101
Properties=species:S:1:pos:R:3:mulliken_spin:R:1
Re 0.0039 0.1580 0.0222 0.51
P 0.2278 -2.2584 1.8411 0.05
F 0.8816 -2.1036 -1.6680 0.03
F 0.9810 -4.2570 -3.2123 0.00
F -3.7668 -1.8280 -2.3606 0.00
F -3.6415 -3.9044 -3.9498 0.00
N 1.2184 1.0346 1.4017 -0.04
N -1.3811 0.7459 1.6183 -0.02
N -0.7376 2.1826 -1.2950 0.01
N 1.8932 0.3548 -1.0153 0.00
N -1.3398 -0.5450 -1.3876 0.19
C -2.1539 -2.0925 3.3346 0.00
C 2.8261 2.3826 3.1873 0.00
C 1.0463 2.9585 -2.9888 0.00
C 0.7098 -4.3720 0.0320 0.01
C -2.7161 0.6424 1.6530 0.04
C 2.7088 -0.7539 4.7385 0.00
C 0.6204 -2.5666 4.6284 0.00
C -0.1841 -3.6402 -3.0748 -0.01
C 2.1646 0.1084 -2.3029 0.04
C -0.6238 3.5120 -0.6347 -0.01
C -2.3480 -2.7339 0.9058 0.02
C 2.2873 -1.3842 5.8992 0.00
C -1.5835 -4.4045 2.5587 0.00
C -2.5640 -2.3271 -2.6348 0.03
C 4.2232 0.7828 -0.6693 0.00
C -0.2668 2.2426 -2.7076 0.00
C -1.3240 -4.1156 -3.6939 0.05
C 0.7082 3.8148 0.0429 0.00
C -0.2377 -2.5181 -2.2780 0.02
C 4.4981 0.4585 -1.9901 0.01
C -2.3905 0.3881 -1.8090 -0.03
C 1.8228 -4.5556 2.2643 0.00
C -0.7497 1.2933 2.6903 0.08
C -1.5329 -2.9168 2.1929 0.00
C -3.4787 1.0472 2.7304 0.00
C 1.4843 2.1805 3.4695 0.01
C 1.0006 -1.9008 3.4584 -0.01
C 3.4394 0.1599 -2.8323 0.00
C -1.4018 -1.7627 -2.0668 0.01
C 2.6403 -2.8404 0.6502 0.00
C -2.1570 1.8004 -1.3094 0.03
C -2.5128 -3.4538 -3.4401 -0.01
C -2.8357 1.5518 3.8495 0.02
C -1.4544 1.6741 3.8213 0.00
C 2.5222 1.2284 1.1178 0.03
C 2.0821 -1.0219 3.5314 0.00
C 0.6984 1.4988 2.5548 -0.01
C 1.4034 -3.5913 1.1528 -0.04
C 1.2646 -2.3190 5.8286 0.00
C 3.3516 1.9055 1.9980 0.00
C 2.9161 0.7621 -0.2152 0.01
H 2.4650 -5.3166 1.8131 0.00
H 4.3882 2.0844 1.7535 0.00
H -1.7500 -1.0839 3.4058 0.00
H 2.4640 -0.5700 2.6279 0.01
H -0.8339 4.2794 -1.3857 0.00
H -0.2225 1.2211 -3.0870 0.00
H -1.2695 -5.0441 1.7378 0.00
H -3.4099 -2.8660 1.1220 0.00
H -2.7360 2.4797 -1.9448 0.00
H -3.2330 -2.0240 3.1886 0.00
H -2.2031 -1.7461 0.4757 0.00
H -0.9308 2.0735 4.6765 0.00
H 0.9701 -2.8707 6.7114 0.00
H 1.5619 3.4820 -0.5423 0.00
H 0.7998 4.8917 0.1807 0.00
H -3.3674 0.0775 -1.4349 0.01
H -1.0420 2.7597 -3.2856 0.00
H 1.8967 2.5209 -2.4719 0.00
H 3.2946 -3.5399 0.1266 0.00
H -0.1525 -3.3169 4.6161 0.00
H -2.5385 1.9087 -0.2986 0.00
H -1.0019 -4.6570 3.4416 0.00
H -2.0018 -2.5640 4.3011 0.00
H 1.3359 -0.1612 -2.9388 -0.01
H 0.1863 -5.2428 0.4208 0.00
H 3.2085 -2.4206 1.4818 0.00
H -2.4684 0.3630 -2.8987 0.01
H 0.9782 -5.0740 2.7140 0.00
H -3.3922 1.8464 4.7291 0.00
H 3.4488 2.9322 3.8802 0.00
H 2.3778 -2.0421 -0.0448 0.00
H 3.5360 -0.0562 4.7716 0.00
H -2.0771 -3.4782 0.1555 0.00
H 0.9912 4.0193 -2.7535 0.00
H 2.3970 -4.0655 3.0486 0.00
H -3.1987 0.2083 0.7888 -0.01
H 3.5901 -0.0529 -3.8809 0.00
H 5.0278 1.0442 0.0024 0.00
H 2.7648 -1.1667 6.8449 0.00
H -1.3008 -4.9855 -4.3370 0.00
H 1.0691 2.5594 4.3906 0.00
H 1.4520 -4.7344 -0.6811 0.00
H -4.5539 0.9425 2.6951 0.00
H -0.0093 -3.7665 -0.5134 0.00
H 1.2384 2.8842 -4.0595 0.00
H 0.7509 3.3601 1.0304 0.00
H -2.6247 -4.6525 2.7799 0.00
H 5.5175 0.4511 -2.3518 0.00
H -1.4081 3.5915 0.1187 0.00
```


No. 2
C3H5BN2O2S | wB97M-V/def2-TZVPD

Values from the calculation:
E_tot ... -800.41650 Eh
E_HOMO ... -0.283 hartree
Energy relative to the best compared isomer or geometry (same formula, charge and spin) ... 27.8 kcal per mole

Structure (XYZ):
```
14
Properties=species:S:1:pos:R:3:nbo_charge:R:1
S 2.1837 1.2674 -1.7802 0.01
O 2.0521 -1.1183 0.3751 -0.88
O -0.0194 -1.9858 0.9304 -0.87
N 0.0540 0.2421 -0.3260 -0.64
N -0.5443 2.2491 -1.4200 -0.45
C -1.2444 0.5816 -0.0051 -0.07
C -1.5529 1.7704 -0.6575 -0.12
C 0.4463 1.4196 -1.2896 0.23
B 0.7374 -1.0733 0.5060 1.25
H 2.4588 2.6394 -1.7752 0.15
H -1.9341 0.0020 0.5012 0.21
H 0.4011 -2.7410 1.3003 0.50
H -2.4614 2.2356 -0.5668 0.19
H 2.4724 -1.9253 0.6189 0.49
```


No. 3
C6H12N2O5 | wB97M-V/def2-TZVPD

Values from the calculation:
E_tot ... -721.52364 Eh
E_HOMO ... -0.364 hartree
Energy relative to the best compared isomer or geometry (same formula, charge and spin) ... 25.8 kcal per mole

Structure (XYZ):
```
25
Properties=species:S:1:pos:R:3:nbo_charge:R:1
O -2.3406 -1.9982 -0.0943 -0.73
O -0.7083 2.2975 -0.7389 -0.66
O 3.0968 0.9938 -0.5430 -0.70
O 1.3503 -1.3362 -1.4762 -0.58
O -2.3469 1.9597 0.6741 -0.58
N -0.5305 -0.1551 -1.4751 -0.66
N 1.9583 -1.0465 1.2506 -0.83
C 1.1285 -0.0897 0.5090 -0.21
C -1.6449 1.5408 -0.1975 0.77
C 0.6847 -0.5243 -0.8734 0.68
C -1.9875 -0.8118 0.5178 -0.07
C 2.0737 1.1559 0.4201 -0.06
C -1.6833 0.1435 -0.6750 -0.20
H 0.3397 0.2010 1.1929 0.21
H 3.6428 0.3524 -0.1246 0.47
H -2.7922 -0.3400 1.1403 0.21
H 1.5294 1.9948 0.0021 0.19
H -2.5824 0.2081 -1.3492 0.26
H -0.2513 1.7615 -1.4133 0.50
H -3.0819 -2.4529 0.3288 0.49
H -0.6968 -0.8223 -2.1730 0.42
H -1.1564 -0.9505 1.2968 0.16
H 2.4370 1.2347 1.4609 0.19
H 1.3140 -1.5997 1.8193 0.36
H 2.2477 -1.7164 0.5206 0.38
```


No. 4
C26H29N5O2S | wB97M-V/def2-TZVPD

Values from the calculation:
E_tot ... -1830.63813 Eh
E_HOMO ... -0.311 hartree
Energy relative to the best compared isomer or geometry (same formula, charge and spin) ... 32.8 kcal per mole

Structure (XYZ):
```
63
Properties=species:S:1:pos:R:3:nbo_charge:R:1
S 0.7069 -3.0085 -0.3527 0.42
O 0.5902 2.2594 1.4828 -0.66
O -2.1392 0.5441 -0.4185 -0.64
N -0.2484 -0.2268 0.5129 -0.42
N -2.2104 -2.4121 1.2813 -0.21
N -1.6038 -4.3438 1.9953 -0.21
N -1.6901 -3.1164 2.2975 -0.02
N -0.0295 3.0661 -0.5471 -0.62
C -2.0744 -4.5200 0.7287 0.03
C 4.2410 0.3392 0.0229 -0.20
C 2.2301 -0.4521 -1.6980 -0.21
C 3.5329 -0.8520 -1.9289 -0.21
C -1.4624 4.4944 0.8502 -0.41
C -1.5873 -0.1638 0.4093 0.68
C 4.5414 -0.4620 -1.0644 -0.21
C -2.9945 -3.0733 -1.0328 -0.26
C -2.4400 -1.0026 1.3706 -0.31
C 1.3224 -2.0412 0.9472 -0.19
C -3.0989 -4.2044 -1.8083 -0.19
C -0.6766 5.1970 -1.4607 -0.62
C 0.5024 -0.9321 1.5290 -0.27
C -2.7600 3.8564 0.3652 -0.62
C -2.4772 -3.2508 0.2441 0.16
C 2.5622 -2.4549 1.3198 -0.25
C -0.3146 4.4543 -0.1760 0.13
C 2.1422 -3.9502 -0.3803 -0.41
C 3.0314 -3.5502 0.5604 -0.25
C 2.9361 0.7334 0.2608 -0.25
C -2.1914 -5.6511 -0.0787 -0.17
C 0.3502 2.1022 0.3008 0.71
C 0.4778 0.7112 -0.3539 -0.17
C 0.9457 5.0719 0.4379 -0.62
C -2.7055 -5.4676 -1.3396 -0.23
C 1.9156 0.3265 -0.5895 0.05
H -3.2868 -2.0987 -1.3913 0.23
H -1.8850 -6.6186 0.2840 0.23
H 1.1623 -0.2183 2.0323 0.24
H -2.2565 -0.6934 2.4032 0.25
H 2.7116 1.3602 1.1101 0.24
H 5.0256 0.6581 0.6930 0.21
H 5.5588 -0.7770 -1.2423 0.21
H 3.7606 -1.4702 -2.7846 0.22
H 2.2286 -4.7460 -1.0926 0.23
H -1.5164 4.7226 -1.9618 0.21
H -3.1963 4.4187 -0.4568 0.20
H -2.8125 -6.3165 -1.9987 0.22
H -1.6440 5.5360 1.1212 0.20
H -0.0551 0.7050 -1.3118 0.24
H -2.5949 2.8316 0.0400 0.23
H -3.4822 3.8397 1.1782 0.21
H 3.1259 -1.9905 2.1083 0.22
H -3.4935 -4.1238 -2.8103 0.22
H 3.9906 -4.0118 0.7098 0.22
H 1.2184 4.5364 1.3421 0.24
H 0.1731 5.2086 -2.1405 0.21
H 1.7741 5.0136 -0.2649 0.21
H -1.1221 3.9693 1.7436 0.23
H 1.4445 -0.7617 -2.3727 0.21
H -3.4835 -0.7844 1.1163 0.24
H 0.7679 6.1145 0.6861 0.21
H -0.3127 2.7957 -1.4752 0.40
H -0.9472 6.2241 -1.2319 0.22
H -0.1772 -1.3429 2.2795 0.25
```


No. 5
C3H10S3 | wB97M-V/def2-TZVPD

Values from the calculation:
E_tot ... -1314.52771 Eh
<S²> ... 0.7535
Charge ... +1
Multiplicity ... 2
E_HOMO (alpha / beta) ... -0.469 / -0.460 hartree
Energy relative to the best compared isomer or geometry (same formula, charge and spin) ... 2.0 kcal per mole

Structure (XYZ):
```
16
Properties=species:S:1:pos:R:3:mulliken_spin:R:1
S 1.2645 0.2967 1.4592 0.08
S 0.1799 0.1336 3.2569 0.00
S -1.4330 -0.4595 -1.8364 0.82
C -1.2565 -1.2454 -0.2489 -0.03
C 0.1615 -0.8664 -2.5333 -0.03
C 0.6358 1.9375 1.0154 0.00
H 0.8977 -0.1423 -2.1691 0.05
H 0.1051 -0.7234 -3.6089 0.00
H 0.4444 -1.8872 -2.3358 0.02
H -0.4070 1.9010 0.6830 0.00
H -0.4520 -1.9769 -0.2698 0.00
H 1.2350 0.4505 4.0219 0.00
H 1.2315 2.3059 0.1915 0.00
H -1.0663 -0.4792 0.5138 0.05
H 0.6019 2.5963 1.8676 0.00
H -2.1425 -1.8413 -0.0070 0.03
```


No. 6
C3HAlO | wB97M-V/def2-TZVPD

Values from the calculation:
E_tot ... -431.58232 Eh
Charge ... +2
E_HOMO (alpha / beta) ... -0.755 / -0.784 hartree

Structure (XYZ):
```
6
Properties=species:S:1:pos:R:3:lowdin_charge:R:1
Al -0.7556 0.3226 1.9602 1.32
O 0.1088 -0.1097 0.8240 -0.01
C 0.6811 -0.6553 -1.8457 0.36
C 0.1783 0.6139 -1.6121 0.30
C 0.1935 -0.0570 -0.4336 -0.15
H 0.4080 -1.3778 -2.6240 0.17
```


No. 7
C4H5NO2 | wB97M-V/def2-TZVPD

Values from the calculation:
E_tot ... -360.60095 Eh
E_HOMO ... -0.353 hartree
Energy relative to the best compared isomer or geometry (same formula, charge and spin) ... 43.0 kcal per mole

Structure (XYZ):
```
12
Properties=species:S:1:pos:R:3:nbo_charge:R:1
O 0.3064 -1.7764 -0.5471 -0.49
O 2.3055 -0.6566 -0.8702 -0.54
N 0.4336 1.2715 1.0376 -0.81
C 1.1579 -0.6863 -0.5496 0.77
C -0.6641 -1.0183 0.2108 0.07
C 0.1631 0.2404 0.1099 -0.03
C -1.1650 0.0970 -0.6203 -0.41
H -1.9720 0.6744 -0.1758 0.24
H -1.1924 0.0030 -1.7033 0.23
H 1.3582 1.1511 1.4393 0.38
H 0.3996 2.1857 0.6015 0.37
H -1.1308 -1.4855 1.0672 0.22
```


No. 8
C5H7NO | wB97M-V/def2-TZVPD

Values from the calculation:
E_tot ... -324.46330 Eh
E_HOMO (alpha / beta) ... -0.296 / -0.392 hartree
Energy relative to the best compared isomer or geometry (same formula, charge and spin) ... 163.9 kcal per mole

Structure (XYZ):
```
14
Properties=species:S:1:pos:R:3:nbo_charge:R:1
O -1.0512 0.9897 -0.7380 -0.41
N 1.7190 2.8042 0.6612 -0.27
C -0.8911 -0.5427 1.4071 -0.64
C -0.3951 -0.1464 0.0369 0.23
C 1.1376 2.0149 0.0611 0.14
C 0.1790 1.1008 -0.2095 0.20
C -0.0161 -1.2925 -0.9030 -0.62
H -2.0650 -0.6905 1.3187 0.24
H -0.4332 -1.1850 -1.8438 0.24
H -0.3482 -1.4052 1.6034 0.23
H -0.6919 0.3511 2.1313 0.24
H 1.0611 -1.3673 -0.9703 0.23
H -0.4532 -2.2193 -0.3593 0.21
H 2.2484 1.5880 -2.1959 -0.01
```


In order of appearance, max |F| = 3.73 7.79 2.29 1.34 1.21 10.48 0.65 4.84 eV/A.